No. 1
Below is C65H52NO14S2 as an isolated structure, with properties calculated with the ωB97M-V functional and the def2-TZVPD basis.

Results
* net charge: -1
* E_LUMO: -0.093 eV
* E_tot: -120078.4230 eV
* E_HOMO: -0.215 Eh
* HOMO-LUMO gap: 0.21173 Ha

Atoms and positions in Å:
C -2.67879 2.99525 3.58576
O -2.32839 3.66092 2.39254
C -1.23544 3.09793 1.69643
C -1.24885 3.59881 0.25688
C -2.65066 3.71535 -0.34153
C -3.50171 2.44424 -0.31183
C -2.74939 1.17137 -0.72321
C -3.62938 0.06020 -1.31692
C -4.99956 -0.09775 -0.66274
C -4.88140 -0.44951 0.81511
S -6.38200 -0.16961 1.72452
O -6.17905 -0.77076 3.03217
O -7.47800 -0.71554 0.95243
N -6.32904 1.41143 1.76223
S -7.57023 2.29568 2.14384
O -8.48250 2.54350 1.05783
O -8.17122 1.98222 3.41467
O -6.72745 3.67179 2.34589
H -2.96909 3.74323 4.32457
H -3.52829 2.32415 3.42164
H -1.83999 2.41605 3.98747
H -1.29667 2.00237 1.72865
H -0.29612 3.38329 2.19264
H -0.75900 4.57399 0.19870
H -0.63525 2.91640 -0.34020
H -2.54891 4.07113 -1.37372
H -3.18432 4.49332 0.20725
H -4.35056 2.58324 -0.98621
H -3.94272 2.33799 0.68157
H -2.19194 0.76564 0.12590
H -1.99418 1.44075 -1.47083
H -3.10060 -0.89602 -1.22726
H -3.75808 0.23625 -2.38984
H -5.58818 0.81536 -0.76934
H -5.56452 -0.88575 -1.16457
H -4.11659 0.14006 1.32046
H -4.65840 -1.50956 0.96343
H -7.38076 4.33838 2.58048
C 5.53211 7.39587 -1.95809
C 4.65452 7.08763 -0.92406
C 3.33961 6.75492 -1.20202
C 2.89512 6.73243 -2.51843
C 3.77365 7.04668 -3.55606
C 5.09444 7.37586 -3.27127
C 3.32449 7.03614 -4.97677
O 4.09778 7.28276 -5.88054
C 1.89895 6.70372 -5.25085
C 1.44220 6.72024 -6.56434
C 0.12414 6.39930 -6.84122
C -0.74441 6.06004 -5.80929
C -0.29707 6.04752 -4.49889
C 1.02442 6.37155 -4.21558
C 1.47678 6.35898 -2.79292
O 0.71802 6.05688 -1.90024
H 6.56038 7.65119 -1.73777
H 4.99958 7.10581 0.10151
H 2.64032 6.50585 -0.41529
H 5.76157 7.61285 -4.08909
H 2.13184 6.99226 -7.35242
H -0.23105 6.41430 -7.86342
H -1.77338 5.80670 -6.02814
H -0.95526 5.78880 -3.68030
C -5.32185 -9.62069 5.94993
C -4.16989 -8.97117 5.51498
C -4.23896 -7.64994 5.10756
C -5.44844 -6.96919 5.14203
C -6.60152 -7.62057 5.56976
C -6.53312 -8.94992 5.97364
C -7.91858 -6.91250 5.59464
O -8.91796 -7.48696 5.97768
C -7.94370 -5.50106 5.13321
C -9.15933 -4.82926 5.11024
C -9.21360 -3.50812 4.69361
C -8.05796 -2.84328 4.30292
C -6.84016 -3.50780 4.32152
C -6.77692 -4.83393 4.73250
C -5.46485 -5.52771 4.73531
O -4.42881 -4.97018 4.43503
H -5.27006 -10.65336 6.27046
H -3.22564 -9.50188 5.49681
H -3.36762 -7.11691 4.75523
H -7.44148 -9.43496 6.30482
H -10.04913 -5.35958 5.42178
H -10.16320 -2.98882 4.67082
H -8.08333 -1.81503 3.96910
H -5.94689 -2.98784 4.00565
C 5.16232 5.15111 -7.97711
C 5.15354 4.24378 -9.03051
C 6.33047 3.92386 -9.68685
C 7.52566 4.51303 -9.29067
C 7.53362 5.42177 -8.22979
C 6.35023 5.73566 -7.57199
C 8.79658 6.07351 -7.78078
O 8.81682 6.84475 -6.84573
C 10.04659 5.74142 -8.52859
C 11.23511 6.35914 -8.15625
C 12.40807 6.06407 -8.82922
C 12.40125 5.14796 -9.87591
C 11.22089 4.52979 -10.25042
C 10.03921 4.82530 -9.58006
C 8.77854 4.14953 -10.00962
O 8.78074 3.33848 -10.91099
H 4.24335 5.40833 -7.46762
H 4.22244 3.78800 -9.34220
H 6.34626 3.22033 -10.50803
H 6.36861 6.44619 -6.75760
H 11.21584 7.06523 -7.33730
H 13.33210 6.54727 -8.53926
H 13.32028 4.91718 -10.39889
H 11.19021 3.81398 -11.06057
C 3.37820 -11.77247 7.26367
C 4.50131 -11.04458 6.88485
C 4.36725 -9.74029 6.44126
C 3.10753 -9.15641 6.37136
C 1.98111 -9.88757 6.74754
C 2.12158 -11.19630 7.19528
C 0.61240 -9.29478 6.67065
O -0.36431 -9.93456 6.99932
C 0.49755 -7.89828 6.16647
C -0.76527 -7.32851 6.06283
C -0.90827 -6.03405 5.58766
C 0.21662 -5.30281 5.22103
C 1.47899 -5.86272 5.32748
C 1.62602 -7.16259 5.79792
C 2.99309 -7.74484 5.89431
O 3.98000 -7.10542 5.59898
H 3.48595 -12.79151 7.61211
H 5.48265 -11.49825 6.93639
H 5.22566 -9.15340 6.14400
H 1.23318 -11.74198 7.48284
H -1.62453 -7.91116 6.36442
H -1.89177 -5.58819 5.49845
H 0.10233 -4.29258 4.85066
H 2.36547 -5.30985 5.04789

***

No. 2
Below is C65H55Br4N8O4PRe as an isolated structure at a distorted geometry, with properties calculated with the ωB97M-V functional and the def2-TZVPD basis.

Results
* net charge: +2
* E_LUMO (alpha / beta): -6.253 / -6.409 eV
* multiplicity: 2
* E_tot: -379987.7605 eV
* E_HOMO (alpha / beta): -0.436 / -0.431 Eh
* HOMO-LUMO gap (alpha / beta): 0.20649 / 0.19518 Ha

Atoms and positions in Å:
Re -0.30427 -0.26253 0.28769
C 3.29309 -4.53888 0.89060
N 2.63181 -3.30356 1.20716
C 1.72981 -2.65370 0.44317
N 1.27938 -1.55547 1.06100
C 1.91653 -1.51837 2.26553
C 2.76623 -2.60181 2.36292
C 3.65675 -2.92097 3.47689
C 3.12551 -3.10434 4.75049
C 3.96214 -3.31257 5.82957
C 5.33518 -3.32792 5.64741
C 5.86984 -3.15497 4.38091
C 5.03620 -2.95692 3.29458
C 1.89133 -0.51033 3.33250
C 2.95219 0.38680 3.40751
C 3.07031 1.23132 4.49482
C 2.13829 1.17293 5.51922
C 1.09843 0.26094 5.46269
C 0.97813 -0.58800 4.37531
P 1.27796 -3.16805 -1.24103
C -0.52494 -3.04679 -1.03056
N -1.22225 -1.94355 -0.71299
C -2.54033 -2.25869 -0.87623
C -2.63353 -3.58154 -1.28593
N -1.35872 -4.05033 -1.37655
C -0.97553 -5.39775 -1.69869
C -3.82843 -4.37079 -1.57248
C -3.92534 -5.08661 -2.76522
C -5.06408 -5.81582 -3.04821
C -6.10575 -5.86124 -2.13574
C -6.02050 -5.14930 -0.94986
C -4.89228 -4.39943 -0.66980
C -3.70147 -1.36579 -0.81385
C -4.40607 -1.14271 -1.99678
C -5.53067 -0.34344 -1.98796
C -5.97405 0.21752 -0.80206
C -5.27393 0.00395 0.37318
C -4.14093 -0.78929 0.37157
C 1.49120 -1.51489 -1.99931
N 0.90576 -0.34943 -1.66900
C 1.24227 0.53403 -2.65725
C 2.07501 -0.09412 -3.56656
N 2.21186 -1.37664 -3.13643
C 2.96944 -2.39139 -3.81704
C 2.63007 0.43416 -4.81658
C 3.99906 0.44474 -5.07424
C 4.47293 0.94720 -6.27385
C 3.59113 1.43066 -7.22585
C 2.22892 1.42328 -6.97417
C 1.75006 0.93971 -5.77189
C 0.67645 1.86104 -2.88973
C -0.70652 1.98666 -2.89908
C -1.29424 3.19013 -3.24261
C -0.50145 4.26729 -3.59722
C 0.88001 4.14161 -3.61945
C 1.47417 2.94247 -3.27216
H 2.63100 -5.16731 0.29599
H 4.20805 -4.35536 0.32567
H 3.55346 -5.05714 1.81329
H 2.05661 -3.08977 4.88624
H 3.54516 -3.45289 6.81474
H 5.98703 -3.47091 6.49474
H 6.94124 -3.16400 4.24871
H 5.45541 -2.80263 2.31070
H 3.69998 0.38992 2.62738
H 3.89469 1.92704 4.55666
H 2.22535 1.83994 6.36217
H 0.39027 0.20259 6.27677
H 0.19707 -1.33203 4.34649
H -1.76466 -6.08356 -1.38977
H -0.81205 -5.50260 -2.77144
H -0.05429 -5.65638 -1.17861
H -3.11867 -5.05688 -3.48226
H -5.14492 -6.34583 -3.98456
H -6.97921 -6.45619 -2.35082
H -6.84073 -5.18046 -0.24822
H -4.81597 -3.85672 0.25931
H -4.05089 -1.57188 -2.92227
H -6.04823 -0.13874 -2.91103
H -6.86527 0.82368 -0.79358
H -5.61035 0.46492 1.28860
H -3.59899 -0.98755 1.28141
H 2.93748 -2.19852 -4.88994
H 4.00902 -2.38051 -3.48330
H 2.54113 -3.37253 -3.61680
H 4.69702 0.07215 -4.33820
H 5.53404 0.96077 -6.46891
H 3.96322 1.81439 -8.16144
H 1.53900 1.79130 -7.71636
H 0.69088 0.93084 -5.56708
H -1.31746 1.12375 -2.68554
H -2.37028 3.26922 -3.25188
H -0.95919 5.19770 -3.88794
H 1.49013 4.97530 -3.93269
H 2.54944 2.83267 -3.33568
Br -3.48638 0.86862 6.44148
C -2.36943 1.04745 4.93426
C -1.51906 2.15130 4.82145
Br -1.57746 3.51683 6.12269
C -0.61877 2.22584 3.76478
Br 0.64918 3.62652 3.76485
C -0.58152 1.27490 2.74175
O 0.25931 1.24096 1.76755
C -1.50623 0.17022 2.84625
O -1.41981 -0.73050 1.93633
C -2.34482 0.05774 3.95989
Br -3.38158 -1.51272 4.13884
N 2.90963 4.81876 1.26287
C 3.68993 3.64461 0.79907
C 2.72354 2.45010 0.70554
N 1.60911 2.71049 -0.16474
C 0.89221 3.91312 0.17502
C 1.81093 5.14094 0.31124
H 3.51842 5.63408 1.39245
H 2.47687 4.58250 2.17133
H 4.49688 3.43651 1.50149
H 4.11140 3.88132 -0.18071
H 2.33335 2.22409 1.70034
H 3.25268 1.56754 0.34459
H 1.87666 2.71238 -1.14085
H 0.37626 3.74823 1.11978
H 0.13765 4.10504 -0.58795
H 1.25069 5.99755 0.68667
H 2.26162 5.39041 -0.65072
O -3.23060 1.30677 -1.68185
C -2.77622 1.71460 -0.62632
O -1.75689 1.21926 -0.01572
C -3.37930 2.90165 0.06822
C -2.69767 3.50251 1.12028
C -3.23949 4.59366 1.77100
C -4.47410 5.08345 1.37594
C -5.15306 4.49531 0.32124
C -4.60806 3.40895 -0.34007
H -1.73921 3.09676 1.40468
H -2.70973 5.07150 2.58336
H -4.90302 5.92763 1.89217
H -6.10859 4.89393 0.01965
H -5.12300 2.94483 -1.16703

***

No. 3
Below is a 7-piece molecular cluster, C65H56F18N8O15 overall at a distorted geometry, with properties calculated with the ωB97M-V functional and the def2-TZVPD basis.

Results
* E_LUMO: -1.361 eV
* SMILES string: C=Cc1nc2c([C@@H](C)F)cc(CCCCCOC)c(CCOC=O)c2nc1C(F)(F)C(F)(F)C(F)(F)C(F)(F)C(F)(F)C(F)(F)C(F)(F)C(F)(F)F.O=[N+]([O-])c1ccccc1.O=[N+]([O-])c1ccccc1.O=[N+]([O-])c1ccccc1.O=[N+]([O-])c1ccccc1.O=[N+]([O-])c1ccccc1.O=[N+]([O-])c1ccccc1
* E_tot: -159829.0720 eV
* E_HOMO: -0.300 Eh
* HOMO-LUMO gap: 0.24981 Ha

Atoms and positions in Å:
C 3.36574 -5.56923 2.33936
C 2.79531 -4.32876 2.80912
C 1.84112 -3.50988 1.78288
N 0.46053 -3.90711 1.85654
C -0.27631 -3.11655 0.90954
C -1.83548 -3.43364 0.79099
C -2.42798 -4.63986 1.70245
C -3.94890 -5.03395 1.27516
F -1.65782 -5.87019 1.48401
C -2.78422 -2.65497 -0.16919
C -2.21980 -1.46591 -1.07758
C -3.24580 -0.67422 -2.02429
C -3.11589 -1.09000 -3.58811
C -2.86461 -2.67821 -3.80245
C -1.31313 -2.96640 -4.13002
C -1.04840 -4.54763 -3.98326
O 0.31122 -4.78310 -4.49163
C 0.44683 -6.24164 -4.51838
C -0.69880 -1.18308 -0.96825
C -0.10826 -0.01946 -1.91416
C 0.67871 1.13971 -1.11212
O 1.99547 1.27401 -1.72187
C 2.14403 2.49734 -2.42655
O 1.35439 2.86106 -3.33245
C 0.26480 -1.99606 -0.00634
N 1.65033 -1.64023 -0.03237
C 2.45755 -2.41568 0.85017
C 4.04046 -2.15997 0.90336
F 4.81469 -3.36729 0.75783
F 4.29996 -1.74172 2.27382
C 4.58910 -0.96755 0.00060
F 3.82660 0.25339 0.11315
F 5.86704 -0.59300 0.57523
C 4.77348 -1.23184 -1.56067
F 5.16271 0.04980 -2.11733
F 3.54585 -1.53358 -2.25661
C 5.80264 -2.36683 -2.00761
F 5.02939 -3.58825 -2.09582
F 6.86824 -2.64743 -1.12455
C 6.41368 -2.18414 -3.50552
F 5.44932 -1.60907 -4.41451
F 6.57918 -3.53266 -3.99560
C 7.74880 -1.30418 -3.58819
F 7.96725 -0.41147 -2.51082
F 7.59235 -0.45909 -4.75499
C 9.11495 -2.10907 -3.83492
F 10.13420 -1.09799 -4.00268
F 9.13586 -2.83482 -5.07768
C 9.62079 -3.03261 -2.62859
F 9.74953 -2.36152 -1.38320
F 8.90572 -4.23624 -2.44894
F 10.96266 -3.43103 -2.97623
H 2.66137 -6.43484 2.05398
H 4.50464 -5.70276 2.18828
H 3.00791 -3.91434 3.86804
H -2.34605 -4.41924 2.82421
H -4.17955 -6.01345 1.83327
H -3.90538 -5.32260 0.15309
H -4.69835 -4.19875 1.48171
H -3.90374 -2.86104 -0.28042
H -4.31352 -0.90420 -1.66247
H -3.07900 0.46065 -1.87116
H -4.13820 -0.85476 -4.06767
H -2.34585 -0.45484 -4.14820
H -3.52670 -3.07251 -4.66572
H -3.21511 -3.26446 -2.86565
H -1.07490 -2.60575 -5.18948
H -0.59865 -2.42918 -3.40541
H -1.85023 -5.10251 -4.60276
H -1.03863 -4.87721 -2.88055
H 1.36855 -6.55363 -3.91927
H -0.46936 -6.71011 -3.98725
H 0.43464 -6.66300 -5.59265
H 0.64338 -0.52733 -2.61583
H -0.90251 0.49661 -2.55559
H 0.10941 2.13466 -1.23345
H 0.70961 0.88168 0.01104
H 3.06713 3.13404 -2.17269
C 0.75764 7.69475 -2.66631
C -0.37467 8.43238 -2.33103
C -1.56582 7.78103 -2.02809
C -1.61017 6.38748 -2.05979
C -0.48194 5.64423 -2.40201
C 0.70392 6.30411 -2.70621
N -2.85484 5.69591 -1.71710
O -3.83164 6.38233 -1.43906
O -2.84872 4.47290 -1.72291
H 1.68740 8.20659 -2.89690
H -0.32727 9.51619 -2.30304
H -2.44085 8.36736 -1.76844
H -0.50870 4.56009 -2.43412
H 1.58845 5.73423 -2.97115
C -3.81852 6.58320 1.59607
C -4.65375 6.04106 2.56923
C -4.52911 6.43948 3.89643
C -3.56450 7.38759 4.23705
C -2.71974 7.92886 3.26853
C -2.85055 7.52184 1.94488
N -3.44579 7.82931 5.62815
O -4.19142 7.31911 6.45503
O -2.61064 8.68685 5.88630
H -3.92266 6.27353 0.55908
H -5.40519 5.30864 2.29150
H -5.18949 6.00676 4.64671
H -1.96378 8.66312 3.52622
H -2.20017 7.93894 1.18243
C -2.09505 8.32273 10.14966
C -2.15963 8.58689 11.51513
C -3.12200 7.96144 12.30110
C -4.01358 7.06802 11.70857
C -3.95857 6.80532 10.34048
C -2.99446 7.43767 9.56199
N -5.01269 6.38778 12.53661
O -5.04345 6.65742 13.73046
O -5.75712 5.58584 11.98903
H -1.33880 8.80871 9.54009
H -1.45665 9.27903 11.96748
H -3.16155 8.17592 13.36356
H -4.65141 6.11546 9.87060
H -2.94125 7.23832 8.49740
C 3.78736 -11.69226 0.40086
C 3.72363 -10.35046 0.03611
C 3.02041 -9.44650 0.82563
C 2.38732 -9.89773 1.98316
C 2.44122 -11.24150 2.34956
C 3.14450 -12.13862 1.55222
N 1.66693 -8.94518 2.83104
O 1.62530 -7.77508 2.46710
O 1.15207 -9.36901 3.85449
H 4.34201 -12.39406 -0.21509
H 4.22544 -10.00855 -0.86326
H 2.97860 -8.40351 0.52998
H 1.94745 -11.60160 3.24577
H 3.19526 -13.18633 1.82989
C 6.41844 -0.99872 -8.19780
C 5.67641 -1.84474 -7.37829
C 4.77333 -2.74245 -7.93912
C 4.62474 -2.78724 -9.32476
C 5.35945 -1.93729 -10.14996
C 6.25804 -1.04096 -9.58008
N 3.69362 -3.74827 -9.92169
O 3.05198 -4.46535 -9.16572
O 3.61350 -3.78198 -11.14234
H 7.12660 -0.30310 -7.75666
H 5.80458 -1.80625 -6.30252
H 4.20130 -3.39626 -7.28940
H 5.24627 -1.96236 -11.22849
H 6.83708 -0.37699 -10.21367
C -11.24827 5.36811 3.10141
C -10.72244 4.15724 2.65951
C -9.41965 3.80076 2.99168
C -8.65251 4.66452 3.77235
C -9.17084 5.88177 4.21152
C -10.47383 6.23094 3.87191
N -7.28905 4.28262 4.14590
O -6.85993 3.21629 3.72734
O -6.65630 5.05162 4.85984
H -12.26781 5.64046 2.84469
H -11.33039 3.48937 2.05792
H -9.02201 2.85452 2.64107
H -8.57899 6.56168 4.81518
H -10.88813 7.17470 4.21101